{"formula": "C14H21N7O4SSc", "method": "ωB97M-V/def2-TZVPD", "symbols": ["C", "H", "C", "C", "N", "H", "C", "C", "H", "H", "N", "H", "O", "H", "N", "H", "O", "H", "H", "Sc", "H", "N", "H", "N", "H", "C", "H", "N", "C", "C", "O", "C", "N", "S", "C", "O", "C", "H", "H", "H", "H", "H", "C", "C", "H", "H", "C", "H"], "positions_angstrom": [[-2.64, 0.30, -2.62], [1.48, -3.36, -0.48], [-2.89, 0.83, -3.87], [2.66, 2.46, 0.82], [1.63, -1.23, 1.76], [2.45, -1.45, -1.65], [-1.76, 0.41, 3.42], [0.57, 2.12, -1.77], [0.83, -2.93, 2.73], [2.25, -0.48, 2.03], [-0.84, -2.23, 0.43], [-1.09, -2.25, -1.64], [-1.26, 0.15, -0.72], [-0.24, 2.91, -4.12], [-0.68, -0.37, 2.81], [1.90, -2.02, 3.75], [-2.91, 2.43, 2.99], [-0.88, -3.85, -0.97], [-3.31, -0.42, -2.17], [-0.08, 0.42, 0.89], [-3.77, 0.51, -4.41], [3.86, 3.13, 0.99], [-1.82, -2.04, 0.55], [1.49, -1.44, -1.32], [-2.69, -0.15, 3.49], [-2.02, 1.77, -4.44], [1.16, 2.84, -2.32], [1.04, 1.79, -0.64], [-0.92, 2.16, -3.71], [-2.05, 1.66, 2.61], [-0.31, -1.50, 4.79], [-0.55, -2.82, -0.88], [2.27, 2.43, -0.42], [1.90, 1.83, 2.25], [-0.64, 1.65, -2.44], [-1.33, 1.80, 1.52], [-1.51, 0.69, -1.87], [1.05, -3.36, -2.17], [4.41, 3.27, 0.17], [2.16, -1.86, 1.18], [-0.54, -2.83, 1.19], [0.96, -0.87, -1.96], [1.15, -1.91, 2.98], [0.93, -2.80, -1.24], [4.34, 2.94, 1.85], [-1.51, 0.71, 4.43], [-0.04, -1.22, 3.61], [-2.22, 2.19, -5.42]], "multiplicity": 1, "energy_ev": -65023.4720, "charge": -1}